# 1
153
Properties=species:S:1:pos:R:3:forces:R:3 method="wB97M-V/def2-TZVPD" multiplicity=1 orbital_gap_ha=0.2692 e_lumo_ha=-0.0537 smiles="CCOCc1nc2c(CCSc3nnco3)c(OC[C@@H](C)CC(C)C)c(S)c(COC)c2nc1CCCOC(C)=O.O=C1OC[C@@H](F)O1.O=C1OC[C@@H](F)O1.O=C1OC[C@@H](F)O1.O=C1OC[C@@H](F)O1.O=C1OC[C@@H](F)O1.O=C1OC[C@@H](F)O1.O=C1OC[C@@H](F)O1"
C 3.954 5.671 -1.724 -0.7 -0.8 0.7
C 4.780 4.275 -1.731 0.7 1.2 -1.2
O 3.911 3.118 -1.676 0.2 1.2 1.5
C 3.322 2.957 -0.368 -0.1 -1.7 0.7
C 4.388 2.289 0.656 1.4 -1.7 1.2
N 4.634 0.898 0.484 1.5 3.5 2.8
C 5.611 0.372 1.397 0.5 -0.4 0.3
C 5.936 -1.170 1.269 2.1 -1.2 1.9
C 5.164 -2.112 0.197 0.2 1.4 0.2
C 3.575 -2.018 0.496 -0.1 2.1 -0.6
S 2.671 -3.629 0.320 -1.7 1.0 -0.2
C 0.898 -3.074 0.129 -2.1 0.1 0.1
N -0.322 -3.821 0.265 4.2 5.0 -1.0
N -1.279 -2.852 0.039 0.7 4.2 -0.8
C -0.748 -1.558 -0.210 0.8 -5.5 1.0
O 0.668 -1.692 -0.169 -1.7 -2.4 0.6
C 7.003 -1.894 2.148 -1.5 3.9 -0.5
O 7.298 -3.282 1.977 -1.1 2.6 1.0
C 6.814 -4.060 3.118 0.3 -1.0 0.8
C 5.311 -4.596 2.939 -0.4 -0.3 -0.7
C 5.212 -6.225 3.063 -0.2 0.2 -0.9
C 4.209 -3.850 3.839 -0.2 -0.2 -0.2
C 4.620 -3.607 5.369 -0.2 0.0 0.1
C 5.378 -4.833 6.077 0.5 0.4 0.5
C 3.297 -3.288 6.267 1.3 -0.2 -1.2
C 7.758 -0.967 3.203 -2.7 2.5 -0.7
S 9.096 -1.613 4.306 -0.7 -0.1 -0.2
C 7.404 0.558 3.359 -0.4 -2.4 -1.2
C 8.187 1.438 4.469 -1.2 0.5 -0.4
O 9.420 2.015 3.914 -0.4 -1.2 2.0
C 10.402 1.909 4.986 0.6 -0.3 0.0
C 6.309 1.267 2.448 1.6 -2.0 0.9
N 6.082 2.666 2.700 -3.4 -2.7 -4.8
C 5.102 3.117 1.766 0.4 0.1 0.4
C 4.683 4.683 1.878 1.1 -0.7 0.8
C 3.220 4.902 2.512 0.1 0.3 -1.2
C 3.180 5.805 3.835 -0.1 -0.3 -0.6
O 1.806 6.345 3.934 -0.8 -2.1 -0.3
C 0.859 5.301 4.134 -1.4 -2.0 3.8
C -0.073 4.677 2.972 1.0 0.6 -1.2
O 0.670 4.825 5.297 1.1 2.1 -4.6
H 3.576 5.953 -0.663 0.7 -0.4 -1.7
H 4.556 6.557 -2.118 -0.8 -1.4 0.4
H 2.993 5.469 -2.335 1.7 0.6 0.7
H 5.309 4.224 -2.760 -0.9 -0.1 1.7
H 5.633 4.255 -0.951 -1.5 -0.1 -1.0
H 2.484 2.164 -0.475 1.4 1.3 0.0
H 2.818 3.891 0.052 1.0 -1.1 -0.6
H 5.565 -3.179 0.174 -0.4 1.6 0.4
H 5.403 -1.643 -0.830 -0.7 -0.8 1.5
H 3.158 -1.270 -0.281 0.5 -1.4 1.3
H 3.362 -1.522 1.520 0.4 -1.1 -1.6
H -1.235 -0.558 -0.438 0.8 -1.7 0.4
H 7.511 -4.979 3.196 -1.0 1.6 -0.3
H 6.999 -3.432 4.052 -0.5 -1.0 -1.2
H 5.024 -4.381 1.837 0.6 -0.2 1.8
H 4.830 -6.644 2.052 0.6 0.7 1.6
H 4.434 -6.533 3.840 1.4 0.4 -0.9
H 6.243 -6.712 3.217 -1.7 0.7 0.1
H 3.962 -2.856 3.296 0.4 -1.4 1.2
H 3.234 -4.472 3.816 1.5 0.9 -0.1
H 5.324 -2.685 5.376 -1.1 -1.5 0.2
H 4.670 -5.662 6.454 1.0 1.4 -0.7
H 6.193 -5.329 5.450 -1.2 0.7 0.7
H 5.917 -4.390 7.003 -0.9 -0.8 -1.4
H 2.747 -4.297 6.382 0.6 1.8 0.0
H 3.672 -2.871 7.267 -1.0 -0.6 -1.4
H 2.691 -2.525 5.656 0.6 -1.1 1.3
H 8.533 -2.010 5.537 -0.1 0.6 -1.5
H 8.391 0.840 5.433 -0.3 0.6 -1.8
H 7.549 2.352 4.788 0.7 -1.7 -0.7
H 11.336 2.485 4.654 -1.5 -0.8 0.6
H 9.979 2.284 5.991 0.7 -0.2 -1.5
H 10.647 0.796 5.141 -0.1 1.6 -0.2
H 4.831 5.166 0.852 -0.5 -0.7 1.5
H 5.448 5.198 2.578 -1.1 -1.0 -1.1
H 2.713 3.879 2.628 0.7 1.5 0.2
H 2.601 5.472 1.714 0.9 -0.8 1.4
H 3.413 5.241 4.802 -0.2 0.7 -1.4
H 3.852 6.726 3.714 -1.0 -1.4 0.2
H -0.407 3.604 3.197 0.6 1.8 0.2
H 0.533 4.628 1.987 -1.0 0.2 1.6
H -0.992 5.321 2.738 1.4 -0.8 0.6
O -4.869 -3.242 -4.947 0.1 -0.1 1.2
C -4.760 -3.377 -3.761 0.0 0.4 -1.3
O -3.627 -3.089 -3.061 -0.7 -0.2 -0.5
C -3.948 -3.254 -1.686 0.9 0.0 0.7
C -5.111 -4.190 -1.739 -0.6 0.1 0.4
F -5.969 -3.957 -0.717 -0.1 -0.1 0.1
O -5.750 -3.843 -2.951 0.7 -0.1 -0.3
H -4.205 -2.283 -1.256 -0.2 -0.2 0.0
H -3.104 -3.669 -1.134 0.0 0.2 -0.2
H -4.836 -5.249 -1.757 -0.2 0.0 0.1
O -6.091 0.599 -9.419 -0.1 -0.8 0.6
C -6.182 -0.412 -8.780 0.6 1.1 -0.6
O -5.146 -1.262 -8.543 -0.8 0.6 -0.4
C -5.631 -2.254 -7.647 0.7 -0.8 0.4
C -7.105 -2.211 -7.887 -0.4 -0.2 0.6
F -7.791 -2.511 -6.759 -0.2 0.0 -0.1
O -7.339 -0.853 -8.208 0.5 -0.1 -0.6
H -5.362 -1.981 -6.625 -0.3 -0.1 -0.1
H -5.201 -3.231 -7.873 0.1 0.2 -0.1
H -7.446 -2.848 -8.708 -0.1 0.0 0.1
O -2.897 -4.293 -8.721 0.6 0.6 0.6
C -2.161 -3.567 -8.117 -1.0 -1.1 -0.5
O -2.389 -3.132 -6.844 0.2 -0.1 -0.8
C -1.230 -2.411 -6.451 -0.2 0.3 1.0
C -0.643 -2.004 -7.763 0.7 0.0 -0.2
F 0.709 -1.938 -7.692 0.1 0.1 -0.1
O -0.996 -3.069 -8.619 -0.6 0.2 0.3
H -0.570 -3.069 -5.879 0.1 0.1 -0.2
H -1.494 -1.553 -5.829 -0.2 -0.2 -0.1
H -1.039 -1.065 -8.162 0.2 0.0 0.0
O -12.156 2.417 -10.008 0.9 -0.5 -0.4
C -11.140 1.935 -10.420 -1.3 0.7 0.9
O -9.928 2.070 -9.811 -0.7 0.0 -0.5
C -9.018 1.249 -10.530 1.0 0.1 0.4
C -9.674 1.140 -11.868 -0.1 -0.6 -0.3
F -9.406 -0.056 -12.447 0.0 0.0 -0.2
O -11.052 1.191 -11.559 0.3 0.5 0.2
H -8.925 0.283 -10.026 -0.1 0.0 -0.2
H -8.032 1.711 -10.585 -0.2 0.0 0.2
H -9.423 1.950 -12.560 0.0 -0.2 -0.1
O -3.343 2.454 0.218 -0.8 -0.5 -0.5
C -4.289 1.903 -0.268 1.0 1.2 0.7
O -5.561 2.389 -0.232 0.8 -0.4 0.0
C -6.354 1.516 -1.027 -1.0 0.4 0.0
C -5.559 0.251 -0.999 0.0 -0.5 -0.5
F -5.706 -0.443 -2.153 0.0 -0.2 0.0
O -4.224 0.708 -0.919 -0.3 0.2 0.5
H -6.451 1.931 -2.035 0.1 -0.2 0.0
H -7.350 1.392 -0.602 0.2 0.1 0.1
H -5.777 -0.398 -0.145 0.0 -0.1 -0.2
O -5.948 2.443 3.496 0.6 0.7 0.1
C -5.253 3.413 3.604 -0.6 -1.2 -0.1
O -4.626 3.778 4.758 -0.4 -0.2 -0.6
C -3.804 4.891 4.438 0.6 0.3 0.8
C -4.470 5.440 3.217 0.3 0.2 -0.6
F -3.565 6.004 2.382 0.0 0.2 -0.1
O -5.000 4.287 2.593 -0.3 -0.1 0.8
H -2.784 4.546 4.243 -0.1 0.1 -0.2
H -3.780 5.610 5.258 -0.1 -0.2 0.0
H -5.276 6.149 3.424 0.1 0.1 -0.2
O -7.403 -3.018 5.249 0.8 0.8 0.1
C -6.575 -2.155 5.278 -1.2 -1.3 0.2
O -6.442 -1.255 6.295 0.0 -0.4 -0.6
C -5.274 -0.496 6.016 0.1 0.7 0.8
C -5.138 -0.651 4.536 0.5 0.0 -0.5
F -3.835 -0.630 4.162 0.1 0.1 -0.2
O -5.653 -1.945 4.296 -0.4 0.4 0.4
H -4.427 -0.919 6.564 0.1 0.0 -0.3
H -5.402 0.545 6.316 -0.2 -0.2 0.0
H -5.702 0.083 3.954 0.2 0.0 0.0

=====

# 2
95
Properties=species:S:1:pos:R:3:forces:R:3 method="wB97M-V/def2-TZVPD" multiplicity=1 orbital_gap_ha=0.2083 e_lumo_ha=0.0601 charge=-1
Cd 1.016 0.348 0.527 0.2 -0.2 0.2
Se 1.010 -0.031 3.254 0.0 0.0 0.0
P 3.168 0.005 3.025 0.0 0.0 0.0
Se 3.845 -0.336 1.014 -0.1 0.0 -0.1
C 3.929 -1.213 4.153 0.0 0.0 0.0
C 3.186 -1.921 5.088 0.0 0.0 0.0
C 3.814 -2.826 5.936 0.0 0.0 0.0
C 5.184 -3.021 5.853 0.0 0.0 0.0
C 5.930 -2.313 4.918 0.0 0.0 0.0
C 5.305 -1.415 4.070 0.0 0.0 0.0
C 3.797 1.587 3.668 0.0 0.0 0.0
C 3.861 1.786 5.045 0.0 0.0 0.0
C 4.275 3.007 5.551 0.0 0.0 0.0
C 4.616 4.037 4.683 0.0 0.0 0.0
C 4.542 3.843 3.312 0.0 0.0 0.0
C 4.137 2.618 2.801 0.0 0.0 0.0
H 2.114 -1.771 5.140 0.0 0.0 0.0
H 3.228 -3.379 6.658 0.0 0.0 0.0
H 5.672 -3.729 6.512 0.0 0.0 0.0
H 6.999 -2.468 4.846 0.0 0.0 0.0
H 5.880 -0.874 3.327 0.0 0.0 0.0
H 3.587 0.986 5.723 0.0 0.0 0.0
H 4.330 3.156 6.622 0.0 0.0 0.0
H 4.932 4.994 5.079 0.0 0.0 0.0
H 4.793 4.647 2.633 0.0 0.0 0.0
H 4.069 2.462 1.732 0.0 0.0 0.0
S 1.683 2.678 -0.082 0.1 0.1 0.0
C 0.120 3.433 -0.139 0.0 0.0 -0.2
N 0.036 4.682 -0.433 0.2 0.0 -0.1
N -1.225 5.237 -0.605 -0.2 0.0 0.4
C -2.107 4.861 -1.616 -0.1 -0.1 -0.3
C -1.869 3.804 -2.500 0.0 0.1 0.1
C -2.817 3.464 -3.452 0.0 0.0 0.0
C -4.006 4.169 -3.567 0.0 0.0 0.0
C -4.231 5.238 -2.711 0.0 0.0 0.0
C -3.299 5.582 -1.747 0.1 0.0 0.1
N -1.122 2.743 0.053 -0.1 0.0 0.1
N -1.096 1.545 0.339 -0.1 0.1 -0.1
C -2.379 0.930 0.446 -0.2 0.0 0.0
C -2.406 -0.396 0.845 -0.1 -0.1 0.0
C -3.618 -1.070 0.929 0.1 0.0 0.0
C -4.791 -0.422 0.585 0.0 0.0 0.0
C -4.757 0.905 0.160 0.0 0.0 0.0
C -3.558 1.590 0.091 0.0 -0.1 0.0
H -1.161 6.232 -0.484 0.0 0.1 -0.1
H -0.951 3.238 -2.438 0.0 0.0 0.0
H -2.623 2.621 -4.104 0.0 0.0 0.0
H -4.747 3.883 -4.302 0.0 0.0 0.0
H -5.153 5.804 -2.778 0.0 0.0 0.0
H -3.500 6.397 -1.061 0.0 0.0 0.0
H -1.487 -0.918 1.074 0.0 0.0 0.0
H -3.632 -2.112 1.220 0.0 0.0 0.0
H -5.733 -0.957 0.618 0.0 0.0 0.0
H -5.673 1.399 -0.138 0.0 0.0 0.0
H -3.516 2.613 -0.257 0.0 0.0 0.0
O 0.259 -0.113 -1.653 0.1 0.1 -0.1
C 1.004 0.221 -2.564 0.0 0.0 0.0
C 0.506 0.768 -3.866 0.0 0.0 0.0
C 0.339 -0.457 -4.795 -0.1 0.0 0.0
C 1.519 -1.445 -4.849 0.0 0.0 0.0
C 1.736 -2.264 -3.562 0.0 0.0 0.0
C 2.584 -1.548 -2.496 0.0 0.0 0.0
N 2.349 -0.092 -2.538 0.0 0.0 0.0
H 1.239 1.466 -4.278 0.0 0.0 0.0
H -0.447 1.275 -3.727 0.0 0.0 0.0
H 0.129 -0.089 -5.801 0.0 0.0 0.0
H -0.552 -1.004 -4.474 0.0 0.0 0.0
H 2.445 -0.930 -5.137 0.0 0.0 0.0
H 1.306 -2.142 -5.661 0.0 0.0 0.0
H 2.218 -3.215 -3.806 0.0 0.0 0.0
H 0.754 -2.513 -3.151 0.0 0.0 0.0
H 3.651 -1.698 -2.665 0.0 0.0 0.0
H 2.359 -1.911 -1.493 0.0 0.0 0.0
H 2.836 0.324 -3.318 0.0 0.0 0.0
F -7.716 -4.085 -0.814 0.0 0.0 0.0
C -6.529 -3.616 -1.236 0.0 0.0 0.0
C -6.461 -2.521 -2.080 0.0 0.0 0.0
F -7.597 -1.915 -2.464 0.0 0.0 0.0
C -5.234 -2.052 -2.512 0.0 -0.1 0.0
F -5.249 -0.977 -3.311 0.0 0.0 0.0
C -4.022 -2.635 -2.138 0.0 0.0 0.1
Se -2.354 -1.918 -2.633 0.0 0.1 -0.1
C -4.139 -3.737 -1.289 0.0 0.0 0.0
F -3.037 -4.363 -0.840 0.0 0.0 0.0
C -5.352 -4.225 -0.841 0.0 0.0 0.0
F -5.401 -5.287 -0.019 0.0 0.0 0.0
C 1.862 -3.456 1.621 0.0 0.0 0.0
S 0.485 -2.620 0.824 -0.1 0.0 0.0
C 0.182 -3.764 -0.530 0.0 0.0 0.0
H 1.572 -4.477 1.871 0.0 0.0 0.0
H 2.096 -2.915 2.536 0.0 0.0 0.0
H 2.744 -3.456 0.981 0.0 0.0 0.0
H 1.096 -3.946 -1.095 0.0 0.0 0.0
H -0.579 -3.318 -1.176 0.0 0.0 0.0
H -0.198 -4.706 -0.135 0.0 0.0 0.0

=====

# 3
9
Properties=species:S:1:pos:R:3:forces:R:3 method="wB97M-V/def2-TZVPD" multiplicity=8 orbital_gap_ha="0.3310 / 0.2420" e_lumo_ha="-0.3629 / -0.3969" charge=+2
O 0.505 -0.440 0.197 -0.6 0.8 1.6
C -0.569 -2.062 -2.244 -2.3 -0.7 -1.1
O -1.545 -2.258 -2.782 2.0 0.7 0.8
Gd 0.653 -2.825 0.022 0.3 1.4 0.3
C -0.053 0.632 0.749 -1.5 -4.4 -2.5
C 0.553 1.812 0.952 1.9 2.3 1.2
H -1.145 0.560 0.868 0.4 0.0 0.3
H -0.039 2.677 1.249 0.1 -0.2 -0.2
H 1.641 1.904 0.987 -0.3 0.0 -0.3